Formula: C2HNO2
Source: the OMol25 dataset
Level of theory: ωB97M-V with the def2-TZVPD basis set

Last column: natural (NBO) charge in e.
CARTESIAN COORDINATES (ANGSTROEM)
1 O -2.14 1.69 -0.13  -0.5100
2 O -1.67 -1.11 0.67  -0.4170
3 N 1.21 -0.66 -1.06  -0.3117
4 C -1.82 -0.04 0.38  0.9266
5 C 1.89 -0.17 -0.29  0.0803
6 H 2.52 0.29 0.43  0.2318

Calculated values
HOMO ... -11.234 eV
LUMO energy ... -1.111 eV
E_tot ... -7669.6148 eV
F_max ... 0.12216 Eh/bohr
Total charge ... 0